DFT (the ωB97M-V functional and the def2-TZVPD basis) results for a structure of composition C44H40Cl5IN5O3SV.

Structure (XYZ):
```
100
Properties=species:S:1:pos:R:3:forces:R:3:mulliken_charge:R:1
V -0.290 0.163 0.167 2.19 -1.08 0.39 1.45
C 2.315 4.764 -0.828 -0.03 -0.02 0.18 -0.89
C 1.913 4.404 0.569 0.22 0.45 0.23 0.43
C 1.351 5.331 1.447 0.02 -0.19 0.16 -0.77
C 0.938 4.902 2.699 0.34 0.06 -0.07 -0.75
C 1.157 3.590 3.082 0.28 -0.15 -0.17 -0.63
C 1.787 2.749 2.168 -0.30 0.80 -0.03 0.96
N 2.133 3.151 0.943 0.19 -0.35 0.11 -0.29
C 2.256 1.393 2.487 0.35 -0.41 0.33 0.36
C 2.889 1.139 3.705 -0.23 -0.03 -0.26 -1.01
C 3.614 -0.029 3.844 0.03 -0.24 -0.33 -1.09
C 3.708 -0.892 2.761 -0.03 0.29 0.18 -0.37
C 2.972 -0.606 1.614 0.22 -0.01 0.21 -0.95
N 2.245 0.500 1.487 -0.61 -0.01 0.07 0.70
C 3.048 -1.508 0.438 0.45 -0.32 -0.36 0.32
C 4.273 -1.650 -0.208 -0.10 -0.01 0.08 -0.85
C 4.338 -2.475 -1.319 -0.09 -0.05 0.04 -1.03
C 3.195 -3.141 -1.721 0.04 0.08 0.12 -0.76
C 2.007 -2.928 -1.023 0.27 -0.23 -0.07 0.90
C 0.749 -3.607 -1.446 0.02 0.07 0.02 -1.22
N 1.948 -2.130 0.037 0.08 0.10 0.34 0.51
H 3.394 4.694 -0.940 0.19 0.04 0.03 0.33
H 1.990 5.768 -1.079 -0.01 0.15 -0.09 0.35
H 1.865 4.066 -1.531 -0.13 -0.07 -0.15 -0.07
H 1.198 6.356 1.143 -0.03 0.02 -0.08 0.36
H 0.455 5.591 3.377 -0.11 0.05 0.04 0.44
H 0.817 3.231 4.041 0.02 -0.10 0.10 0.49
H 2.853 1.864 4.505 -0.03 0.10 -0.04 0.52
H 4.130 -0.247 4.768 0.04 -0.02 0.06 0.42
H 4.316 -1.784 2.810 -0.05 -0.07 -0.05 0.54
H 5.137 -1.104 0.139 0.06 0.07 0.02 0.52
H 5.267 -2.583 -1.863 0.04 -0.06 -0.02 0.41
H 3.199 -3.809 -2.570 0.02 0.02 -0.09 0.53
H 0.795 -4.667 -1.199 -0.10 -0.10 0.05 0.53
H 0.622 -3.512 -2.522 -0.07 0.03 -0.09 0.48
H -0.092 -3.145 -0.937 -0.05 -0.08 0.00 -0.45
O -2.956 1.588 -0.744 0.22 -0.10 -0.64 -0.77
C -2.030 1.541 -1.558 -2.27 0.73 0.42 -0.19
O -0.937 0.924 -1.274 0.25 -0.27 -1.47 1.87
C -2.187 2.111 -2.917 0.00 -0.05 -0.28 -0.44
C -3.503 2.268 -3.341 -0.21 0.00 0.05 -0.87
C -3.808 2.713 -4.607 -0.22 0.02 -0.04 -0.87
C -2.768 3.020 -5.480 0.01 0.05 -0.11 -0.40
C -1.460 2.898 -5.074 -0.24 0.04 -0.19 -1.06
C -1.131 2.444 -3.786 0.04 -0.05 0.09 1.24
S 0.520 2.362 -3.345 0.77 0.48 -0.30 -0.32
H -4.274 2.015 -2.627 -0.11 0.01 -0.03 0.48
H -4.837 2.818 -4.922 -0.06 -0.01 0.01 0.38
H -2.985 3.359 -6.487 -0.02 0.03 -0.03 0.37
H -0.651 3.147 -5.749 0.02 -0.01 0.06 0.40
C -2.411 -1.403 -2.117 -0.12 -0.04 0.14 -0.82
C -3.183 -2.468 -1.365 0.08 0.04 -0.29 0.80
C -2.920 -3.834 -2.021 -0.26 0.10 0.12 -1.70
C -2.971 -2.626 0.132 0.35 0.20 0.16 -0.21
C -3.998 -3.341 0.736 -0.13 -0.10 0.32 -0.84
C -3.902 -3.858 2.011 0.09 -0.01 -0.19 -1.37
C -2.668 -3.783 2.629 -0.24 0.01 0.05 -0.98
C -1.612 -3.060 2.100 -0.03 0.23 -0.22 -0.62
C -0.288 -3.395 2.766 0.17 0.12 -0.02 1.06
C 0.706 -2.270 3.009 -0.11 -0.03 0.06 -1.88
C 0.374 -4.507 1.930 -0.14 0.06 0.18 -1.60
C -1.804 -2.283 0.899 -1.79 -1.91 0.62 0.94
N -1.012 -1.247 0.582 0.63 0.51 -0.30 0.40
H -2.543 -1.534 -3.190 -0.04 -0.03 -0.12 0.54
H -1.343 -1.420 -1.906 -0.09 -0.05 -0.13 -0.39
H -2.820 -0.441 -1.845 0.07 -0.01 -0.05 -0.08
H -4.250 -2.249 -1.502 0.08 -0.04 0.02 0.68
H -1.865 -4.080 -1.991 0.21 -0.05 0.02 0.21
H -3.235 -3.796 -3.060 0.00 -0.04 -0.19 0.48
H -3.472 -4.625 -1.519 -0.04 -0.16 0.03 0.45
H -4.906 -3.510 0.171 -0.05 0.02 -0.11 0.46
H -4.727 -4.383 2.473 -0.04 0.01 0.00 0.37
H -2.515 -4.322 3.556 0.06 0.02 0.07 0.36
H -0.543 -3.828 3.741 0.00 0.05 -0.14 0.63
H 0.758 -1.627 2.131 0.09 -0.16 0.25 0.27
H 1.687 -2.700 3.198 0.15 -0.03 -0.01 0.69
H 0.425 -1.678 3.876 0.05 0.10 0.02 0.37
H 0.986 -4.053 1.160 0.07 -0.04 -0.15 0.18
H -0.380 -5.141 1.466 0.00 -0.08 -0.04 0.38
H 1.002 -5.131 2.563 0.19 -0.04 0.05 0.48
Cl -0.563 3.468 -0.509 0.22 0.49 -0.39 -0.23
C -1.196 2.955 0.993 -0.16 0.10 0.36 2.19
C -1.101 1.615 1.412 -0.35 0.97 0.65 -2.06
C -1.633 1.409 2.690 0.31 0.04 -0.31 1.59
Cl -1.671 -0.196 3.293 -0.22 -0.23 0.52 -0.29
C -2.113 2.416 3.521 -0.09 0.12 -0.06 -0.16
Cl -2.634 2.067 5.122 -0.08 -0.04 0.28 -0.23
C -2.190 3.719 3.052 0.10 -0.22 -0.23 0.28
Cl -2.740 4.999 4.058 -0.11 0.09 0.14 -0.20
C -1.771 3.969 1.753 -0.19 -0.02 0.16 -0.71
Cl -1.945 5.558 1.115 -0.16 0.25 -0.01 -0.13
N 2.650 1.144 -1.493 -0.07 0.06 0.40 0.24
C 1.977 0.261 -2.268 0.73 0.02 -0.36 -0.36
O 1.136 -0.512 -1.849 -0.76 0.14 1.05 -0.23
C 2.598 0.085 -3.637 0.02 -0.28 -0.16 -1.41
I 1.654 -1.520 -4.653 0.09 0.15 -0.29 -0.06
H 2.233 1.407 -0.601 0.27 0.10 -0.20 -0.41
H 3.132 1.893 -1.959 -0.04 0.10 -0.07 0.42
H 3.652 -0.161 -3.528 0.04 -0.09 -0.02 0.63
H 2.470 0.971 -4.250 -0.07 0.03 0.01 0.62
```
Positions in Å, forces in eV/Å.

net charge = -1
electronic energy = -167109.0986 eV
2S+1 = 2
⟨S²⟩ = 0.830
gap between HOMO and LUMO (alpha / beta) = 0.2101 / 0.2107 Ha
strongest force on any atom = 2.7 eV/Å
E_HOMO (alpha / beta) = -3.8 / -3.8 eV